# C66H161N11O17

11 unconnected molecules or ions with the total composition C66H161N11O17 (the ωB97M-V functional and the def2-TZVPD basis, the Open Molecules 2025 dataset).

## Properties
Total charge: +1
Multiplicity: 2
LUMO (alpha / beta), eV: -2.58 / -6.53
Orbital gap (alpha / beta), eV: 6.73 / 2.78
Expectation value of S²: 0.75
Max |F|, eV/Å: 3.12

The geometry in XYZ format:
```
255
C66H161N11O17, DFT the ωB97M-V functional and the def2-TZVPD basis
C 3.643 3.885 5.985
C 5.105 3.505 6.044
C 5.578 2.272 5.146
O 4.829 1.084 5.407
C 4.991 0.289 6.521
N 6.058 4.647 5.883
H 2.887 3.160 6.286
H 3.458 4.266 4.980
H 3.551 4.767 6.618
H 5.143 3.269 7.107
H 6.647 2.152 5.322
H 5.546 2.617 4.113
H 4.715 0.780 7.454
H 6.032 -0.019 6.622
H 4.337 -0.564 6.337
H 5.852 5.188 5.056
H 5.758 5.419 6.460
C -3.164 -2.145 -5.090
C -2.382 -3.454 -5.317
C -3.103 -4.764 -4.799
O -2.281 -5.947 -4.921
C -1.445 -6.191 -3.798
N -2.163 -3.535 -6.754
H -3.411 -2.071 -4.031
H -4.107 -2.147 -5.636
H -2.482 -1.329 -5.328
H -1.387 -3.372 -4.880
H -4.061 -4.932 -5.291
H -3.286 -4.761 -3.725
H -2.000 -6.370 -2.878
H -0.864 -5.307 -3.533
H -0.714 -6.977 -3.986
H -3.040 -3.640 -7.245
H -1.747 -4.454 -6.708
C -5.267 -0.469 4.532
C -4.013 -1.211 4.025
C -2.772 -0.537 4.540
O -2.833 0.873 4.170
C -1.686 1.555 4.691
N -4.129 -2.552 4.471
H -5.224 -0.128 5.567
H -6.177 -1.066 4.586
H -5.527 0.338 3.847
H -4.126 -1.287 2.944
H -1.912 -1.051 4.112
H -2.689 -0.745 5.606
H -1.727 2.599 4.381
H -0.696 1.153 4.473
H -1.725 1.784 5.756
H -4.727 -3.091 3.862
H -3.250 -3.015 4.292
C 4.242 -1.763 3.461
O 5.152 -2.793 3.078
C 5.943 -3.345 4.114
C 7.184 -2.513 4.298
N 8.045 -3.086 5.326
C 9.321 -2.355 5.361
C 9.212 -0.930 5.957
O 8.583 -0.944 7.264
C 8.906 0.225 8.016
H 3.489 -1.617 2.686
H 4.757 -0.846 3.747
H 3.719 -2.127 4.346
H 6.216 -4.273 3.612
H 5.413 -3.621 5.026
H 6.921 -1.461 4.406
H 7.706 -2.597 3.345
H 7.591 -2.948 6.218
H 9.842 -2.227 4.412
H 9.939 -2.929 6.051
H 8.646 -0.260 5.310
H 10.255 -0.619 6.020
H 8.737 0.211 9.093
H 8.497 1.101 7.514
H 9.982 0.394 7.977
C -5.261 -3.734 1.375
O -4.431 -4.222 2.442
C -3.126 -4.642 1.972
C -2.198 -5.078 3.211
N -1.629 -3.969 3.995
C -0.409 -3.416 3.460
C 0.470 -3.047 4.705
O 0.772 -4.207 5.536
C 1.899 -4.136 6.381
H -5.473 -4.403 0.541
H -4.673 -2.932 0.928
H -6.157 -3.381 1.886
H -2.601 -3.780 1.557
H -3.214 -5.494 1.298
H -1.416 -5.755 2.866
H -2.824 -5.684 3.865
H -1.420 -4.221 4.950
H -0.581 -2.563 2.805
H 0.159 -4.131 2.865
H -0.006 -2.236 5.256
H 1.368 -2.613 4.265
H 1.990 -3.348 7.128
H 2.848 -3.922 5.889
H 1.912 -5.016 7.023
C -7.157 -5.929 -1.502
O -7.335 -4.529 -1.559
C -6.700 -4.008 -2.702
C -6.496 -2.505 -2.812
N -5.715 -2.102 -1.638
C -5.465 -0.645 -1.911
C -4.439 -0.035 -0.913
O -5.112 0.466 0.268
C -4.215 1.091 1.156
H -6.101 -6.183 -1.594
H -7.833 -6.402 -2.214
H -7.427 -6.288 -0.510
H -7.388 -4.305 -3.493
H -5.739 -4.493 -2.874
H -7.417 -1.921 -2.827
H -5.935 -2.301 -3.724
H -6.272 -2.155 -0.797
H -6.331 -0.006 -1.737
H -5.101 -0.518 -2.930
H -3.707 0.619 -1.386
H -3.884 -0.861 -0.469
H -3.774 1.963 0.673
H -3.424 0.403 1.451
H -4.670 1.379 2.103
C 1.835 1.088 -4.740
O 0.559 1.284 -5.283
C 0.314 0.598 -6.513
C -0.693 1.432 -7.372
N -0.931 0.869 -8.698
C -1.990 -0.167 -8.756
C -2.618 -0.187 -10.162
O -3.734 0.741 -10.091
C -4.333 1.018 -11.328
H 1.902 1.618 -3.790
H 2.584 1.354 -5.486
H 2.045 0.049 -4.489
H -0.112 -0.364 -6.226
H 1.237 0.362 -7.042
H -0.181 2.374 -7.566
H -1.553 1.646 -6.737
H -1.020 1.530 -9.456
H -2.844 0.001 -8.099
H -1.606 -1.168 -8.558
H -2.848 -1.220 -10.426
H -1.954 0.200 -10.935
H -3.725 1.740 -11.873
H -5.278 1.514 -11.106
H -4.559 0.070 -11.816
C -1.720 -2.652 -1.555
O -0.849 -1.625 -1.118
C -0.889 -0.496 -2.009
C -0.245 0.764 -1.300
N -0.997 1.055 -0.065
C -0.375 1.715 1.089
C 0.908 1.024 1.671
O 1.653 1.932 2.418
C 2.810 1.307 3.036
H -2.667 -2.256 -1.920
H -1.976 -3.363 -0.769
H -1.342 -3.205 -2.415
H -1.934 -0.290 -2.243
H -0.342 -0.668 -2.935
H -0.138 1.678 -1.884
H 0.785 0.460 -1.111
H -1.393 0.181 0.248
H -1.049 1.999 1.897
H -0.119 2.728 0.776
H 1.612 0.637 0.935
H 0.662 0.204 2.346
H 2.483 0.422 3.583
H 3.164 2.047 3.754
H 3.519 0.929 2.300
C -2.519 3.544 -2.199
O -3.771 4.149 -2.600
C -4.005 5.528 -2.221
C -2.920 6.596 -2.797
N -2.796 6.578 -4.264
C -1.817 7.596 -4.709
C -1.409 7.364 -6.156
O -0.732 6.130 -6.264
C -0.507 5.919 -7.716
H -1.648 3.997 -2.672
H -2.486 2.491 -2.479
H -2.368 3.606 -1.121
H -4.033 5.736 -1.151
H -4.996 5.877 -2.514
H -1.907 6.416 -2.439
H -3.223 7.591 -2.472
H -2.616 5.698 -4.726
H -0.864 7.572 -4.181
H -2.209 8.598 -4.536
H -0.790 8.181 -6.528
H -2.349 7.419 -6.704
H -1.419 6.131 -8.272
H -0.051 4.929 -7.727
H 0.153 6.663 -8.161
C 0.634 -4.735 -0.568
C 2.037 -4.185 -1.085
C 2.975 -3.868 0.147
C 3.692 -5.123 0.722
C 4.427 -5.880 -0.419
C 3.460 -6.210 -1.572
N 2.743 -5.015 -2.059
O 2.005 -5.317 -3.180
C 4.414 -6.616 -2.744
C 2.593 -7.360 -1.182
C 1.712 -2.857 -1.784
H 0.063 -3.938 -0.092
H 0.709 -5.543 0.160
H 0.022 -5.068 -1.406
H 3.717 -3.129 -0.155
H 2.366 -3.371 0.902
H 2.971 -5.690 1.311
H 4.491 -4.814 1.396
H 4.923 -6.756 0.000
H 5.201 -5.191 -0.757
H 4.867 -7.570 -2.477
H 3.848 -6.853 -3.646
H 5.138 -5.825 -2.942
H 3.102 -8.300 -1.398
H 2.211 -7.322 -0.162
H 1.701 -7.405 -1.807
H 0.826 -2.952 -2.412
H 2.533 -2.557 -2.436
H 1.567 -2.009 -1.114
H 2.457 -4.816 -3.864
C 0.857 8.630 0.481
C -0.278 7.682 0.888
C -0.119 6.308 0.149
C 0.940 5.451 0.831
C 0.684 5.210 2.335
C 0.462 6.524 3.133
N -0.325 7.527 2.337
O -0.809 8.618 3.104
C -0.306 6.124 4.390
C 1.879 7.098 3.455
C -1.653 8.200 0.438
H 0.764 9.039 -0.525
H 1.881 8.272 0.592
H 0.758 9.492 1.141
H -1.032 5.713 0.130
H 0.056 6.494 -0.911
H 1.856 6.024 0.688
H 1.070 4.543 0.243
H 1.630 4.750 2.621
H -0.120 4.474 2.322
H -0.442 6.815 5.222
H -1.329 5.922 4.072
H 0.014 5.167 4.804
H 2.572 6.956 2.626
H 1.660 8.154 3.611
H 2.330 6.608 4.318
H -1.863 8.144 -0.630
H -1.890 9.193 0.821
H -2.372 7.555 0.944
H -1.735 8.412 3.250
```